A structure of composition C43H37N7O6RuS2, computed with ωB97M-V with the def2-TZVPD basis set.

Computed properties:
E_HOMO (spin up / spin down): -9.549 / -9.549 eV
F_max: 3.3 eV/A
Electronic energy: -92152.6528 eV
Total charge: +1
LUMO (spin up / spin down): -3.25 / -6.31 eV
2S+1: 2
Relative energy (zero: lowest compared OMol25 entry of this formula, charge and spin): 44.06 kcal per mole
Orbital gap (spin up / spin down): 0.2315 / 0.1191 Eh

Structure (XYZ):
```
96
Properties=species:S:1:pos:R:3:forces:R:3:mulliken_spin:R:1
Ru 1.462831 0.473801 -1.300824 -2.488 1.712 -1.334 0.01
C 4.414029 3.109194 1.137833 -0.030 -0.083 -0.130 0.00
O 4.193114 3.680913 -0.197419 0.271 0.341 0.361 0.00
C 3.239594 2.940136 -0.731436 0.066 0.191 -0.303 0.01
N 2.645110 2.084290 -0.016853 0.339 -1.580 0.904 0.00
C 3.172273 2.230836 1.363073 0.097 0.108 -0.108 0.00
C 3.467628 0.946831 2.092688 -0.133 -0.073 -0.022 0.00
C 3.837905 -0.204657 1.406559 0.088 0.096 0.073 -0.01
C 4.127551 -1.370338 2.103003 -0.050 -0.057 0.057 0.00
C 4.053651 -1.387812 3.490272 -0.043 0.058 0.017 0.00
C 3.687806 -0.237261 4.181070 -0.013 0.017 -0.009 0.00
C 3.389623 0.926697 3.483194 0.027 0.005 0.023 0.00
C 2.854319 3.136458 -2.133153 0.228 0.179 0.137 -0.01
C 3.437002 4.053414 -2.984516 0.071 0.242 0.031 0.00
C 2.981026 4.110621 -4.292547 0.016 0.044 -0.078 0.00
C 1.988027 3.233425 -4.696603 -0.089 0.124 -0.169 0.00
C 1.481912 2.344705 -3.764502 -0.450 -0.088 -0.398 0.00
N 1.881673 2.314606 -2.508219 0.810 -1.127 0.963 0.00
C 0.485294 1.310738 -4.069443 0.261 0.111 -0.052 0.00
N 0.184893 0.399571 -3.237970 0.368 -0.786 1.070 0.00
C -0.777640 -0.516142 -3.896683 -0.026 0.400 0.024 0.00
C -0.971389 0.148084 -5.283910 0.146 0.126 0.139 0.00
O -0.072264 1.305069 -5.263741 -0.373 -0.231 -0.448 0.00
C -2.089313 -0.661198 -3.160844 0.027 0.043 0.083 -0.01
C -2.548727 0.324703 -2.293807 -0.087 -0.013 0.012 0.01
C -3.776896 0.177583 -1.656101 0.025 0.007 -0.028 0.00
C -4.558022 -0.947924 -1.889569 0.031 -0.024 -0.014 0.00
C -4.109411 -1.923639 -2.772422 0.038 0.000 0.001 0.00
C -2.877477 -1.782230 -3.400842 -0.071 -0.008 -0.020 0.00
H 4.530666 3.914146 1.854086 -0.045 0.131 -0.062 0.00
H 5.324764 2.515104 1.102910 0.060 -0.020 -0.111 0.00
H 2.418670 2.783981 1.928786 -0.040 0.043 0.085 0.00
H 3.913901 -0.188011 0.329138 0.007 -0.050 -0.055 0.00
H 4.408449 -2.265942 1.560828 0.022 0.088 -0.025 0.00
H 4.285929 -2.296392 4.033759 -0.023 0.057 -0.027 0.00
H 3.629365 -0.247721 5.264636 0.020 0.008 -0.098 0.00
H 3.102165 1.826944 4.023105 -0.021 -0.110 -0.050 0.00
H 4.220781 4.704917 -2.618276 -0.033 -0.074 -0.050 0.00
H 3.402741 4.822225 -4.991181 -0.011 -0.056 0.033 0.00
H 1.606287 3.223288 -5.709910 0.047 -0.005 0.077 0.00
H -0.306789 -1.491322 -3.992548 0.074 -0.109 0.002 0.00
H -1.983525 0.511944 -5.420365 -0.071 0.120 -0.019 0.00
H -0.696119 -0.486383 -6.118360 0.134 -0.001 -0.078 0.00
H -1.936501 1.199492 -2.097293 -0.032 -0.055 -0.003 0.00
H -4.129000 0.945455 -0.975098 0.050 -0.056 -0.052 0.00
H -5.513146 -1.067949 -1.387312 0.119 0.032 -0.065 0.00
H -4.720729 -2.798343 -2.966493 0.053 0.047 0.007 0.00
H -2.524261 -2.553211 -4.082867 -0.036 0.058 0.083 0.00
S 5.168653 -2.313443 -1.852999 0.583 -0.512 0.039 0.00
C 3.917668 -1.328525 -1.907690 -0.999 0.870 -0.153 0.00
N 2.985257 -0.608386 -1.943291 0.847 -0.139 -0.505 0.00
C -1.189009 2.422849 6.710556 0.084 0.037 -0.043 0.00
C -0.849616 2.357309 5.247693 -0.053 0.035 0.002 0.00
C -0.969800 3.480437 4.432159 -0.053 0.044 0.230 0.00
C -0.691193 3.431167 3.081994 0.032 -0.032 -0.256 0.00
C -0.848493 4.705754 2.274328 -0.011 -0.100 0.053 0.00
C -0.299938 2.194088 2.499526 -0.174 -0.140 0.399 0.00
C -0.098423 2.216845 1.069746 0.043 -0.098 -0.827 0.00
O 0.085542 1.270238 0.300191 -0.311 0.045 0.393 -0.01
C -0.166110 1.039273 3.322295 0.000 0.071 -0.247 0.00
C 0.192433 -0.339542 2.830290 -0.035 0.157 0.062 0.00
C -0.424337 1.162973 4.674898 -0.025 0.043 0.150 0.00
H -1.634819 3.382024 6.973604 0.028 -0.057 -0.011 0.00
H -0.290760 2.285216 7.318828 -0.059 0.000 -0.034 0.00
H -1.888996 1.629159 6.976495 0.028 0.022 0.001 0.00
H -1.308799 4.415243 4.868471 0.057 -0.065 -0.027 0.00
H -1.204987 5.509300 2.915955 0.036 -0.030 0.016 0.00
H -1.572513 4.592568 1.464460 0.046 0.025 0.046 0.00
H 0.100723 5.027685 1.837109 -0.066 0.003 0.016 0.00
H -0.137034 3.214333 0.618832 0.136 0.072 -0.012 0.00
H -0.720246 -0.878209 2.566612 0.001 -0.028 -0.042 0.00
H 0.684743 -0.896011 3.628462 -0.039 0.027 -0.033 0.00
H 0.844161 -0.332107 1.968459 0.144 0.022 -0.209 0.00
H -0.314827 0.284866 5.305023 -0.019 0.057 -0.035 0.00
O -5.495515 -3.593312 1.242886 -0.922 -0.942 0.140 0.50
S -5.802361 -4.992612 0.850377 1.247 -0.078 -0.786 -0.13
O -7.003495 -5.091500 0.049161 0.175 0.355 0.448 0.32
O -5.717713 -5.920589 1.954953 -0.239 0.539 0.006 0.31
C -4.403541 -5.381739 -0.241375 1.933 0.612 -0.878 0.01
N -4.368067 -6.515720 -0.927192 -0.800 0.111 0.503 0.00
C -3.326906 -6.703055 -1.728884 0.175 0.174 -0.052 0.00
C -2.301075 -5.771243 -1.858651 0.027 -0.377 -0.203 0.00
C -2.387787 -4.633199 -1.081728 -0.321 0.331 0.285 0.00
N -3.442112 -4.441281 -0.283676 -1.075 -0.600 0.335 -0.01
C -1.383360 -3.527130 -1.059509 -0.084 -0.003 0.259 0.00
C -0.149767 -3.591693 -1.695287 -0.287 -0.366 -0.069 0.00
C 0.723316 -2.532067 -1.592556 0.390 0.177 0.192 0.00
N 0.432309 -1.418090 -0.907437 0.128 0.414 0.402 0.00
C -0.766278 -1.344227 -0.302272 0.257 -0.600 -0.119 0.01
C -1.677152 -2.374269 -0.335711 -0.081 -0.327 0.020 0.00
H -3.315392 -7.629591 -2.295280 -0.002 0.076 0.063 0.00
H -1.476571 -5.949173 -2.540252 -0.114 -0.011 0.102 0.00
H 0.152721 -4.467961 -2.257198 0.029 0.092 0.048 0.00
H 1.706161 -2.573817 -2.044025 -0.077 0.060 -0.020 0.00
H -0.986376 -0.445007 0.232525 0.015 0.191 0.071 -0.01
H -2.618088 -2.300526 0.195296 0.078 0.063 -0.096 0.00
```
Positions in Å, forces in eV/Å.



A cluster of 2 separate species, C8H13ClN2 in total, computed with ωB97M-V with the def2-TZVPD basis set.

Computed properties:
E_HOMO: -8.683 eV
F_max: 6.6 eV/A
Electronic energy: -24006.2710 eV
Total charge: 0
LUMO: 0.63 eV
Relative energy (zero: lowest compared OMol25 entry of this formula, charge and spin): 49.48 kcal per mole
Orbital gap: 0.3424 Eh

Structure (XYZ):
```
24
Properties=species:S:1:pos:R:3:forces:R:3:lowdin_charge:R:1
C -2.194300 1.188422 2.558587 -0.186 0.557 -2.151 -0.16
C -2.919999 1.646605 1.498913 -0.934 -0.205 0.124 -0.14
C -1.091234 1.016521 0.800718 5.449 -1.643 -3.313 -0.22
C 0.070970 -1.744829 -0.983281 -2.679 1.839 -1.442 -0.10
C 2.230704 -0.629154 -1.669903 0.001 1.790 -1.131 -0.06
C 1.600156 -0.901257 0.796205 0.771 1.308 1.952 -0.08
C 0.445803 0.736331 -0.686213 -3.242 0.622 3.090 -0.46
C 1.082289 -0.664390 -0.624455 0.215 -0.663 0.328 -0.67
N -0.971415 0.800105 2.107359 0.105 0.263 -2.813 0.07
N -2.246502 1.497266 0.301896 0.516 0.033 2.106 0.06
Cl -0.498480 1.034866 -2.152244 0.301 0.136 -0.090 0.63
H -2.425042 1.046570 3.555071 -0.767 0.099 1.733 0.08
H -3.895551 1.926887 1.374322 -2.389 0.823 0.465 0.07
H 0.467664 -2.705854 -0.985422 0.933 -1.755 0.941 0.05
H -0.194293 -1.704625 -2.110491 -0.128 0.513 1.799 0.08
H -0.879194 -1.634634 -0.316765 1.627 -0.449 -1.284 0.12
H 1.901988 -1.068555 -2.617993 0.091 -0.165 0.225 0.07
H 3.262176 -0.951696 -1.475457 -0.595 -0.369 0.645 0.08
H 2.341729 0.459731 -1.935920 0.264 -0.906 0.087 0.08
H 2.491814 -0.238825 0.898274 -0.822 0.315 0.396 0.09
H 0.860836 -0.732931 1.665491 0.988 0.149 -1.694 0.09
H 2.120350 -1.815673 1.083238 -0.519 -0.774 -0.990 0.08
H 1.028411 1.644992 -0.448003 0.000 -0.914 -0.214 0.09
H -2.588881 1.794130 -0.633930 1.002 -0.603 1.228 0.14
```
Positions in Å, forces in eV/Å.